(1)
{
  "formula": "C4H3N2",
  "method": "the ωB97M-V functional and the def2-TZVPD basis",
  "lumo_energy_ev": [-8.909, -9.002],
  "orbital_gap_ha": [0.270, 0.149],
  "spin_multiplicity": 1,
  "e_homo_ev": [-16.25, -13.05],
  "de_lowest_kcal_mol": 125.57,
  "total_charge": 1,
  "energy_ev": -7159.848,
  "largest_force_ev_per_a": 3.1,
  "elements": ["H", "N", "N", "C", "C", "C", "C", "H", "H"],
  "coordinates": [[0.44996, 0.68948, 1.59162], [-1.23376, -0.40936, -0.80872], [3.66566, 1.87858, 1.05021], [1.55356, 0.74470, 1.60492], [2.70383, 1.19670, 1.22667], [-0.59840, 0.40689, -0.23137], [-1.96244, -1.31082, -1.35674], [-2.98530, -1.38471, -0.87736], [-1.59310, -1.81147, -2.19922]],
  "mulliken_charge": [0.467, 0.044, -0.052, -0.097, 0.486, -0.188, -0.262, 0.280, 0.323]
}

(2)
{
  "formula": "C6H13NO",
  "method": "the ωB97M-V functional and the def2-TZVPD basis",
  "lumo_energy_ev": -0.540,
  "orbital_gap_ha": 0.315,
  "spin_multiplicity": 1,
  "e_homo_ev": -9.12,
  "de_lowest_kcal_mol": 105.86,
  "energy_ev": -9966.584,
  "largest_force_ev_per_a": 5.1,
  "elements": ["H", "N", "C", "H", "C", "O", "H", "H", "H", "H", "C", "H", "C", "C", "H", "H", "H", "H", "H", "C", "H"],
  "coordinates": [[2.56883, -1.70816, -1.56143], [-1.46757, -0.67285, -1.23379], [1.49104, -1.55215, -1.47495], [1.24290, 1.03907, 0.88221], [-0.71905, 0.24285, -0.78797], [1.04641, 0.49018, -2.67260], [-0.82911, 1.30662, -1.04223], [-1.42352, 2.08354, 1.39359], [1.75022, 0.51356, -0.78647], [-1.85598, 0.95452, 2.68103], [-1.70654, 1.05124, 1.60238], [1.37319, -0.49881, 1.61667], [1.18178, -0.07476, -1.57340], [-0.62847, 0.11089, 1.14569], [1.15822, -1.94887, -0.51712], [-2.65299, 0.83364, 1.11275], [0.77132, 0.85315, 2.61732], [-2.07292, -0.36715, -1.99479], [0.95317, -2.10237, -2.24721], [0.73530, 0.38248, 1.63866], [-0.91624, -0.93661, 1.20166]],
  "mulliken_charge": [0.351, -0.546, -1.131, 0.179, -0.490, -0.563, 0.453, 0.354, 0.202, 0.411, -1.509, 0.284, 0.540, 0.650, 0.299, 0.396, 0.397, 0.273, 0.323, -1.223, 0.347]
}

(3)
{
  "formula": "C27H81O36P9",
  "method": "the ωB97M-V functional and the def2-TZVPD basis",
  "lumo_energy_ev": 0.385,
  "orbital_gap_ha": 0.396,
  "spin_multiplicity": 1,
  "e_homo_ev": -10.39,
  "de_lowest_kcal_mol": 0.00,
  "energy_ev": -186643.951,
  "largest_force_ev_per_a": 1.5,
  "smiles": "COP(=O)(OC)OC.COP(=O)(OC)OC.COP(=O)(OC)OC.COP(=O)(OC)OC.COP(=O)(OC)OC.COP(=O)(OC)OC.COP(=O)(OC)OC.COP(=O)(OC)OC.COP(=O)(OC)OC",
  "elements": ["H", "C", "H", "H", "O", "C", "O", "C", "H", "C", "H", "C", "H", "O", "H", "H", "H", "H", "H", "O", "H", "O", "H", "H", "H", "H", "P", "O", "H", "O", "H", "C", "P", "H", "H", "H", "H", "C", "C", "H", "O", "O", "P", "H", "H", "P", "H", "O", "C", "C", "C", "C", "C", "H", "H", "O", "H", "H", "O", "H", "H", "P", "H", "O", "O", "H", "H", "H", "H", "C", "H", "H", "O", "H", "C", "O", "H", "O", "C", "H", "H", "O", "C", "C", "H", "H", "O", "P", "H", "H", "H", "H", "O", "O", "H", "P", "O", "H", "O", "H", "C", "H", "H", "O", "O", "H", "C", "H", "H", "H", "H", "H", "H", "H", "O", "C", "O", "O", "H", "C", "O", "H", "P", "H", "H", "C", "O", "O", "O", "H", "C", "H", "P", "H", "H", "H", "H", "H", "O", "H", "H", "H", "O", "O", "H", "O", "C", "C", "H", "C", "H", "H", "H"],
  "coordinates": [[-1.75795, 5.44824, -3.17322], [5.46107, 5.00985, -0.31714], [-0.22991, 5.20911, -6.97156], [3.98186, -0.78127, -3.95222], [-4.61485, -3.88612, -1.41669], [-2.18399, -0.60565, -6.10277], [-0.97470, -1.11349, 1.46364], [-4.66265, 1.82590, 1.72205], [-4.75306, -1.82282, -1.12536], [-0.72915, 4.96501, -6.03759], [4.51476, 2.20313, -0.84518], [-0.14618, 2.40143, 0.26509], [1.61146, 2.28613, -4.16210], [2.07554, 5.55634, -1.97621], [-6.53609, 3.68972, 3.80729], [2.63964, 0.67556, 5.29254], [-5.75245, 1.85883, 1.78488], [-3.03697, -0.85097, 1.28109], [-1.78415, 6.38250, 1.20744], [-0.24146, 3.74795, -5.51029], [0.61571, -3.92975, 4.49860], [-4.49218, 4.01040, 3.82532], [-1.98495, -3.15480, 7.32358], [0.23752, -0.99127, -3.15289], [-3.84555, 2.22913, 5.41604], [-3.40479, -2.41027, -2.14508], [-0.35590, -2.43612, -5.96178], [2.13018, -1.21433, 4.70216], [2.34468, -1.64843, 0.95523], [4.38025, 5.35681, -1.18889], [6.76644, 0.41024, 0.70415], [-1.12292, -4.94908, -6.11597], [5.22755, -1.90069, -1.04650], [-2.22775, 4.29336, -1.87932], [5.62562, -1.32890, -3.62530], [6.26580, 4.55441, -0.88844], [-4.37336, 1.18489, 0.89119], [0.87267, -3.95619, 3.44210], [2.71997, -0.33209, 5.68569], [0.20370, 3.02292, 1.08759], [6.47025, -2.58097, -1.40003], [-4.16572, 3.13694, 1.48769], [-3.96937, -5.11860, -0.66285], [-3.49251, 0.60585, 4.97403], [-2.88249, -0.09547, -5.44227], [-1.43087, 0.17019, 6.63138], [6.14915, -2.42763, 3.95026], [1.98907, -3.10083, 3.16113], [1.55497, -1.69855, 0.21825], [-1.40171, 4.72568, -2.44174], [3.56153, 2.09451, -1.36469], [-2.29988, -1.26408, 1.96867], [-5.85853, -6.86352, -0.95095], [3.76342, -0.57532, 5.88829], [-1.64698, -4.55188, -6.98374], [4.15916, -1.81458, -2.19297], [5.86810, -0.96240, 1.40183], [-3.31021, -2.59867, -0.41337], [-0.43480, -3.91279, -5.42295], [-0.58010, 5.80595, -5.34986], [2.17041, -0.42956, 6.61850], [-0.60677, -0.19569, 0.24491], [-2.49944, -2.32773, 2.10826], [-0.04150, -2.29522, -7.37642], [4.41553, -2.57827, 0.12857], [-6.00726, 5.38965, 4.07074], [3.70161, 1.36532, -2.16185], [0.83343, -2.47953, 0.45431], [-2.46744, -2.61490, 5.67337], [5.79683, -0.07662, 0.77648], [5.77891, 5.90857, 0.20345], [-1.13142, -3.66632, -1.23321], [-0.62275, 3.67480, -3.03800], [3.22016, -4.28363, 0.25328], [4.57536, -1.60608, -3.56230], [3.09108, 3.31042, -1.92201], [5.11387, -3.90658, 3.83887], [-1.23340, -0.10790, 5.08859], [-5.81884, 4.46160, 3.53577], [1.46347, -2.25503, -3.18279], [4.71970, -4.48508, -0.65831], [-0.38935, 1.58681, -4.30301], [2.27544, 5.63135, -3.39641], [0.98232, 1.41700, -3.97233], [-0.28155, 1.75907, 4.89282], [0.72503, 2.17631, -0.35032], [-2.15645, 3.31385, 3.04164], [-1.08443, 2.98190, -4.39499], [-0.81323, 3.01694, -0.33880], [-0.98409, 1.07004, 3.42279], [-4.27857, 1.38408, 2.64488], [1.96253, -1.92290, -0.76707], [-0.21779, 0.51940, 7.35989], [-2.47104, -5.23692, -1.17671], [5.51158, -2.96698, 2.39444], [2.97342, 4.64412, -1.07526], [4.16956, -2.03389, 3.62046], [4.37646, -2.52182, -4.10901], [0.95159, -0.39384, 0.15290], [0.53251, 0.40437, 4.13978], [0.48545, -1.96380, -3.57333], [-0.41470, -5.71959, -6.41463], [1.06804, 1.17876, -2.90645], [-2.19077, -1.13570, 7.08125], [-2.54455, 1.28692, 6.71227], [1.12599, -4.97130, 3.14065], [-2.51373, 5.61704, 0.96220], [-0.63736, -5.05197, -0.25977], [-2.38185, -0.79272, 2.94811], [2.85305, 1.62772, -0.67613], [1.37766, 0.54181, -4.48445], [-6.10744, -6.45368, 0.02912], [-5.73123, -7.93536, -0.83236], [-1.83913, -5.41810, -5.44091], [-4.60086, -6.33448, -1.41565], [5.30535, -2.90553, 3.45987], [-0.80331, 1.26048, 0.78384], [0.72882, -1.82330, -4.98646], [-4.53829, 0.89228, 6.40484], [-1.48613, -4.42446, -0.53425], [5.34491, -0.42954, -0.53565], [-3.13877, 5.99586, 0.15001], [2.87500, -2.55657, 4.35816], [1.38310, 5.21802, -3.86152], [0.02616, -3.62001, 2.84440], [-0.44525, 0.83534, 4.33580], [2.47602, 4.46176, 0.28036], [-4.11757, -5.09075, 0.79098], [-3.38528, 5.36989, 2.07561], [4.78056, -4.41048, 1.06420], [-3.67546, 1.24240, 5.84230], [-6.63079, -6.58967, -1.66375], [-3.42361, 3.91739, 2.67115], [2.27204, 6.69275, -3.65408], [-1.42488, 0.12824, -6.36512], [-0.25182, -2.68610, -3.23589], [-5.96427, 4.67655, 2.47491], [-1.80350, 4.91822, -6.23697], [-2.50922, 2.90210, -4.66737], [-0.77470, -2.46152, 6.30427], [-2.06729, 4.69018, 0.60805], [3.21108, 5.20490, -3.74401], [-1.73751, -1.82826, -5.50278], [-1.31013, -0.45666, -1.01766], [-2.74898, -0.86138, -6.99982], [3.08051, -3.51367, 5.44145], [-1.83990, -2.41774, 6.53617], [-4.00145, -2.59424, -1.25237], [-1.85283, -3.94978, 0.37489], [4.26670, -3.98500, 0.20249], [5.06847, 0.59649, 1.22440], [5.13244, 4.30231, 0.44821], [-0.71023, 5.20938, -1.75174]],
  "mulliken_charge": [0.504, -0.709, 0.270, 0.140, -0.395, -0.804, 0.469, -0.368, 0.420, -0.820, 0.284, 1.164, 0.353, -0.343, 0.279, 0.307, 0.354, 0.144, 0.348, -0.304, 0.364, -0.412, 0.316, -0.095, 0.064, 0.191, 0.561, 0.397, -0.054, -0.388, 0.337, -0.721, -0.007, 0.172, 0.456, 0.279, 0.168, -0.575, -0.892, 0.444, -0.829, -0.263, 0.909, -0.137, 0.301, 0.285, 0.234, 0.420, 1.026, -0.963, -0.243, -0.340, -0.709, 0.443, 0.343, 0.167, 0.043, -0.387, -0.276, 0.260, 0.258, -0.918, 0.271, -0.752, 0.767, 0.275, 0.076, -0.144, 0.220, -0.415, 0.266, 0.177, 0.443, 0.219, -0.834, -0.006, 0.386, 0.619, -0.802, 0.068, 0.420, 0.256, -0.500, -0.517, 0.630, -0.849, -0.517, 0.087, -0.385, -0.250, 0.020, -0.381, -0.711, -0.307, -0.049, 0.782, -0.101, 0.269, 0.040, -0.342, -0.156, 0.249, 0.166, -0.370, -0.315, 0.222, 0.010, 0.442, -0.481, 0.329, 0.251, 0.350, 0.237, 0.240, -0.294, -0.632, 0.168, -0.172, 0.342, -0.388, -0.066, 0.296, -0.205, 0.056, -0.024, 0.188, -0.755, -0.690, -0.498, 0.289, 0.011, 0.256, 1.263, 0.309, 0.292, 0.465, 0.362, 0.337, -0.796, 0.038, -0.391, 0.328, -0.011, -0.626, 0.352, -0.789, -0.353, 0.212, 0.112, -0.948, 0.234, 0.317, 0.278]
}

(4)
{
  "formula": "C17H31INOP2SeV",
  "method": "the ωB97M-V functional and the def2-TZVPD basis",
  "lumo_energy_ev": [-3.211, -3.225],
  "orbital_gap_ha": [0.257, 0.246],
  "spin_multiplicity": 2,
  "e_homo_ev": [-10.20, -9.92],
  "total_charge": 1,
  "energy_ev": -139377.530,
  "largest_force_ev_per_a": 0.3,
  "elements": ["H", "H", "C", "H", "H", "C", "C", "P", "C", "C", "C", "C", "H", "H", "O", "H", "H", "H", "H", "H", "H", "H", "H", "I", "C", "C", "C", "C", "H", "H", "C", "C", "H", "H", "H", "C", "H", "H", "H", "N", "H", "P", "H", "H", "H", "H", "H", "H", "C", "C", "H", "H", "C", "Se", "V"],
  "coordinates": [[0.47381, -3.23682, -2.75703], [-1.99597, -3.82595, -1.51616], [-1.99660, 5.25932, -2.90705], [2.13277, 1.57167, -2.35661], [2.86413, -2.05752, 0.54585], [-3.96861, 4.82100, -1.64589], [-2.04972, 3.43656, -1.36275], [-0.73000, -1.77271, -1.19170], [1.77014, -1.53170, -2.29319], [-1.60360, -1.16817, -2.67189], [-3.30683, 5.59395, -2.58814], [-3.99291, 6.75896, -3.24144], [3.70621, 0.75376, -2.18528], [-1.26259, -3.77572, 0.08931], [0.30815, -0.42328, 2.05696], [1.15499, -3.26748, -1.13803], [0.14453, -2.90318, 1.75778], [-4.31245, 7.48985, -2.49810], [-2.58196, -0.78721, -2.38042], [-1.05696, -0.34138, -3.12482], [-4.88142, 6.43448, -3.78414], [1.40954, -0.96068, -3.15487], [-4.60041, 3.63881, 0.72888], [-1.89095, -3.01972, 3.47263], [3.22561, -1.11637, 0.12782], [0.06720, 3.86920, -2.69786], [0.09594, -2.66867, 2.81738], [2.80531, 1.07218, -1.65804], [-2.70352, -2.81481, -0.23934], [-3.60234, 2.20152, 0.50039], [-1.76907, -3.17714, -0.66832], [-4.18189, 2.96244, -0.01678], [0.94485, -1.43122, 4.96872], [1.06942, 0.17118, 4.31647], [-4.99180, 5.06750, -1.38470], [0.44075, -1.22536, 2.99976], [0.14515, 2.86161, -3.11452], [3.49625, -0.45874, 0.95465], [-3.33348, 7.26201, -3.94606], [0.88499, -0.81053, 4.17960], [0.42153, 4.57565, -3.44536], [1.93716, -0.33420, -0.90288], [0.73603, 3.91301, -1.83523], [-1.72248, -1.97563, -3.39682], [-1.46203, 5.84962, -3.64149], [3.07511, 1.79214, -0.88499], [0.76142, -3.31895, 3.37988], [-5.01891, 2.47031, -0.51481], [-1.34728, 4.18639, -2.31049], [0.74684, -2.60508, -1.90868], [2.73338, -1.96008, -2.57640], [4.12053, -1.32420, -0.46130], [-3.36872, 3.73554, -1.01589], [-1.14742, 1.97936, -0.51684], [-0.13377, 0.08383, 0.18821]],
  "mulliken_charge": [0.515, 0.395, -0.990, 0.185, 0.299, -0.671, -0.177, 1.140, -1.109, -1.367, 0.678, -1.508, 0.429, 0.348, -0.717, 0.359, -0.165, 0.350, 0.391, 0.285, 0.346, 0.398, 0.385, 0.169, -1.437, -1.394, -0.572, -1.152, 0.355, 0.248, -1.237, -1.632, 0.224, 0.266, 0.457, 0.418, 0.183, 0.367, 0.341, -0.312, 0.369, 1.223, 0.353, 0.416, 0.265, 0.396, 0.554, 0.351, 0.902, -1.034, 0.530, 0.410, 0.917, 0.167, 0.089]
}

(5)
{
  "formula": "C3H3CdO2",
  "method": "the ωB97M-V functional and the def2-TZVPD basis",
  "lumo_energy_ev": [-7.758, -8.148],
  "orbital_gap_ha": [0.221, 0.172],
  "spin_multiplicity": 1,
  "e_homo_ev": [-13.76, -12.84],
  "de_lowest_kcal_mol": 95.29,
  "total_charge": 1,
  "energy_ev": -11804.283,
  "largest_force_ev_per_a": 6.0,
  "elements": ["C", "H", "O", "O", "H", "C", "C", "Cd", "H"],
  "coordinates": [[-0.88331, -0.71579, 0.11719], [-0.77988, -1.39539, -0.74405], [-0.79428, 2.07431, -0.55278], [1.68122, -0.27412, -0.29037], [-1.93111, -0.42818, 0.26545], [-0.29486, 0.99076, -0.50300], [0.64377, 0.29166, 0.26525], [3.06967, 0.78783, 0.42815], [-0.71121, -1.33108, 1.01416]],
  "mulliken_charge": [-1.009, 0.308, -0.321, -0.674, 0.395, 0.804, 0.171, 0.964, 0.361]
}

(6)
{
  "formula": "C4H12O2",
  "method": "the ωB97M-V functional and the def2-TZVPD basis",
  "lumo_energy_ev": 0.789,
  "orbital_gap_ha": 0.392,
  "spin_multiplicity": 1,
  "e_homo_ev": -9.87,
  "de_lowest_kcal_mol": 22.77,
  "energy_ev": -8436.527,
  "largest_force_ev_per_a": 2.0,
  "smiles": "CCCOC.O",
  "elements": ["H", "C", "C", "H", "H", "C", "H", "O", "C", "H", "H", "H", "H", "H", "H", "O", "H", "H"],
  "coordinates": [[-0.25398, -2.52208, -1.29114], [-0.85874, 0.11812, -1.11785], [-1.91173, 2.00965, -0.04178], [-2.36042, 2.43351, -0.95591], [2.38657, 0.09561, 4.58504], [0.55780, -0.58159, -1.19585], [1.35158, -0.05874, -1.76329], [2.87722, 0.25415, 5.42312], [0.39863, -1.90932, -1.93553], [-1.11418, 0.43479, -2.14737], [-0.13213, -1.70449, -2.88049], [-1.72549, -0.43822, -0.71203], [3.48803, -0.51328, 5.50192], [-1.52887, 2.83738, 0.57860], [-2.69767, 1.48085, 0.52329], [-0.71590, 1.28722, -0.24401], [1.31095, -2.48623, -2.16236], [0.92837, -0.73736, -0.16441]],
  "mulliken_charge": [0.290, -0.496, -0.719, 0.286, 0.325, -0.239, 0.272, -0.650, -1.127, 0.271, 0.295, 0.337, 0.325, 0.238, 0.294, -0.299, 0.335, 0.261]
}